This record from the Open Molecules 2025 dataset describes C5H8O2 as an isolated structure. The level of theory is the ωB97M-V functional and the def2-TZVPD basis.

Last column: natural (NBO) charge in e.
Geometry (Å):
O -1.213 1.866 0.685  -0.699
C -0.419 0.746 0.567  0.179
C -1.198 -0.535 0.018  -0.468
C -0.055 -1.049 -0.880  0.074
C 1.181 -0.847 0.005  -0.426
C 0.786 0.607 -0.333  0.014
O 0.303 0.155 -1.616  -0.517
H -0.566 2.285 1.276  0.476
H 0.364 1.081 1.668  0.068
H -1.514 -1.200 0.818  0.222
H -2.086 -0.298 -0.602  0.243
H -0.203 -1.923 -1.521  0.203
H 1.134 -1.182 1.047  0.207
H 2.110 -1.132 -0.482  0.224
H 1.468 1.457 -0.324  0.201

orbital gap = 10.038 eV
2S+1 = 1
LUMO energy = 0.0260 Eh

***

This record from the Open Molecules 2025 dataset describes one molecule with the formula CHNS4. The level of theory is the ωB97M-V functional and the def2-TZVPD basis.

Last column: natural (NBO) charge in e.
Geometry (Å):
S 1.386 1.936 0.162  0.111
C 1.604 0.462 -0.279  -0.239
S 0.478 -0.839 -0.241  0.123
N 2.957 -0.086 -0.795  -0.659
S 3.680 -1.320 0.361  0.207
S 4.412 0.559 -0.094  0.300
H -0.262 0.023 0.449  0.158

orbital gap = 7.952 eV
2S+1 = 1
LUMO energy = -0.0293 Eh

***

This record from the Open Molecules 2025 dataset describes C53H53BrCoGe3N5Se as an isolated structure. The level of theory is the ωB97M-V functional and the def2-TZVPD basis.

Last column: Löwdin spin population.
Geometry (Å):
Co 0.232 -0.004 0.743  1.369
C 2.410 -4.549 3.083  0.000
C 1.538 -4.124 1.942  -0.001
C 0.882 -5.036 1.118  -0.001
C 0.111 -4.576 0.072  0.000
C -0.015 -3.204 -0.079  -0.002
Br -0.982 -2.543 -1.550  -0.003
N 0.548 -2.306 0.703  -0.021
C 1.351 -2.782 1.665  -0.002
H 2.862 -5.521 2.893  0.000
H 1.830 -4.629 4.004  0.000
H 3.211 -3.831 3.258  0.000
H 0.997 -6.100 1.281  0.000
H -0.381 -5.246 -0.617  0.000
H 1.892 -2.039 2.233  0.000
N 1.181 2.576 2.394  -0.001
C 0.324 2.891 1.355  -0.004
C 0.123 4.260 1.110  -0.001
C -0.767 4.648 0.145  -0.002
C -1.461 3.664 -0.556  0.001
C -1.170 2.352 -0.284  -0.002
N -0.269 1.941 0.630  -0.022
C 1.201 1.478 3.246  0.000
C 1.797 1.668 4.500  0.001
C 1.804 0.626 5.394  -0.002
C 1.195 -0.572 5.031  0.001
C 0.656 -0.668 3.771  0.000
N 0.679 0.318 2.859  0.015
H 1.580 3.398 2.819  0.000
H 0.658 4.989 1.703  0.000
H -0.937 5.698 -0.047  0.000
H -2.199 3.909 -1.302  0.000
H -1.669 1.555 -0.803  0.000
H 2.229 2.627 4.753  0.000
H 2.254 0.750 6.369  0.000
H 1.137 -1.411 5.708  0.000
H 0.161 -1.572 3.454  0.000
C -1.996 2.067 -3.676  0.001
Ge -0.573 0.732 -3.920  0.004
C -1.525 -0.905 -4.400  0.001
C 0.507 1.284 -5.458  0.001
Ge 1.391 0.684 -2.274  0.005
C 2.034 2.557 -2.259  -0.001
C 1.270 3.562 -2.849  0.000
C 1.708 4.876 -2.912  0.000
C 2.933 5.229 -2.371  0.000
C 3.716 4.250 -1.779  0.000
C 3.268 2.939 -1.729  0.000
C 2.654 -0.378 -3.371  0.000
C 2.210 -1.405 -4.194  0.000
C 3.088 -2.146 -4.977  0.000
C 4.440 -1.859 -4.956  0.000
C 4.907 -0.837 -4.136  0.000
C 4.027 -0.119 -3.347  0.000
H -2.683 1.912 -4.511  0.000
H -1.641 3.092 -3.737  0.000
H -2.579 1.947 -2.767  0.000
H -2.304 -0.580 -5.093  0.000
H -2.033 -1.410 -3.586  0.000
H -0.890 -1.613 -4.929  0.000
H -0.176 1.275 -6.309  0.000
H 1.322 0.594 -5.656  0.000
H 0.912 2.288 -5.344  0.000
H 0.296 3.341 -3.272  0.000
H 1.086 5.623 -3.389  0.000
H 3.279 6.253 -2.418  0.000
H 4.685 4.498 -1.365  0.000
H 3.926 2.205 -1.295  0.000
H 1.158 -1.678 -4.213  0.000
H 2.710 -2.946 -5.601  0.000
H 5.129 -2.424 -5.569  0.000
H 5.964 -0.604 -4.112  0.000
H 4.429 0.666 -2.722  0.000
C -2.486 1.019 2.861  -0.034
Ge -2.161 -0.425 1.554  -0.193
C -2.308 -2.116 2.548  -0.034
C -2.169 -2.162 3.936  -0.010
C -2.310 -3.351 4.637  0.000
C -2.600 -4.525 3.957  -0.009
C -2.767 -4.495 2.580  0.001
C -2.627 -3.302 1.889  -0.009
C -3.675 -0.402 0.281  -0.043
C -3.450 -0.202 -1.059  -0.005
C -4.496 -0.112 -2.004  0.000
C -5.788 -0.214 -1.590  0.001
C -6.087 -0.431 -0.223  -0.002
C -7.432 -0.551 0.206  0.000
C -7.729 -0.787 1.515  0.000
C -6.685 -0.926 2.452  0.000
C -5.381 -0.809 2.064  -0.003
C -5.035 -0.542 0.715  -0.008
H -3.475 0.908 3.303  -0.005
H -2.452 1.991 2.368  0.000
H -1.749 1.016 3.663  0.000
H -1.969 -1.253 4.493  -0.001
H -2.214 -3.359 5.715  0.000
H -2.717 -5.453 4.501  -0.001
H -3.025 -5.402 2.047  0.000
H -2.803 -3.294 0.819  0.000
H -2.426 -0.127 -1.411  -0.002
H -4.271 0.036 -3.053  0.000
H -6.605 -0.143 -2.297  0.000
H -8.221 -0.455 -0.530  0.000
H -8.757 -0.876 1.836  0.000
H -6.919 -1.136 3.487  0.000
H -4.604 -0.948 2.800  -0.001
Se 2.522 -0.396 -0.164  0.018
C 4.089 0.589 0.347  0.001
C 4.116 1.733 1.129  0.001
C 5.345 2.253 1.501  0.000
N 6.514 1.722 1.159  0.002
C 6.479 0.622 0.419  0.000
C 5.304 0.017 -0.015  0.002
H 3.203 2.219 1.427  0.000
H 5.389 3.151 2.108  0.000
H 7.437 0.193 0.147  0.000
H 5.349 -0.879 -0.620  0.000

orbital gap (spin up / spin down) = 6.843 / 6.626 eV
total charge = +1
2S+1 = 2
LUMO energy (spin up / spin down) = -0.1149 / -0.1177 Eh

***

Results for relative energy (zero: lowest compared OMol25 entry of this formula, charge and spin): 375.4 190.5 226.3 (in kJ/mol, following the order of the records).
Results for electronic energy: -9405.942 -45881.550 -405831.193 (in eV, following the order of the records).
Results for maximum force: 0.074 0.086 0.033 (in hartree/bohr, following the order of the records).